167
Properties=species:S:1:pos:R:3 method="wB97M-V/def2-TZVPD" charge=+1 s_squared=0.754 multiplicity=2 homo_ev="-10.58 / -10.58"
C 2.146 -19.708 5.358
C 2.276 -21.031 6.094
C 1.147 -22.049 5.887
O 1.476 -23.417 6.189
C 0.335 -24.263 6.200
N 3.518 -21.556 5.558
H 1.211 -19.374 5.807
H 2.088 -19.762 4.271
H 2.966 -19.045 5.633
H 2.326 -20.711 7.135
H 0.785 -22.009 4.859
H 0.332 -21.699 6.520
H -0.298 -24.093 7.071
H 0.637 -25.310 6.165
H -0.272 -24.027 5.326
H 3.567 -22.530 5.820
H 3.338 -21.627 4.566
C -3.478 -31.836 1.997
C -4.860 -31.411 1.484
C -5.567 -30.487 2.493
O -5.624 -30.936 3.865
C -6.748 -30.362 4.559
N -4.653 -30.926 0.197
H -3.481 -32.498 2.863
H -2.824 -31.031 2.330
H -3.002 -32.504 1.280
H -5.442 -32.315 1.303
H -6.591 -30.349 2.147
H -5.054 -29.526 2.453
H -7.725 -30.628 4.156
H -6.840 -29.305 4.308
H -6.695 -30.623 5.616
H -5.556 -30.841 -0.248
H -4.404 -29.947 0.224
C 4.897 -26.513 4.998
C 5.774 -25.363 4.534
C 5.892 -25.518 2.992
O 6.279 -26.793 2.578
C 6.285 -27.011 1.208
N 5.166 -24.078 4.929
H 3.847 -26.397 4.727
H 4.950 -26.454 6.085
H 5.156 -27.556 4.813
H 6.798 -25.435 4.898
H 6.733 -24.888 2.701
H 4.974 -25.159 2.528
H 6.715 -26.195 0.627
H 5.319 -27.225 0.751
H 7.053 -27.773 1.072
H 5.284 -24.108 5.931
H 5.895 -23.402 4.751
C -2.171 -24.026 1.662
C -1.545 -24.915 0.572
O -0.150 -24.662 0.300
O -1.559 -24.073 2.935
H -3.230 -24.278 1.605
H -2.107 -22.998 1.303
H -2.042 -24.833 -0.395
H -1.703 -25.929 0.942
H 0.378 -24.947 1.049
H -0.638 -23.846 2.790
C 4.062 -23.264 -2.650
C 3.770 -23.148 -1.157
O 4.706 -22.526 -0.331
O 5.099 -24.252 -2.818
H 4.246 -22.235 -2.959
H 3.170 -23.626 -3.162
H 3.512 -24.124 -0.747
H 2.958 -22.432 -1.030
H 5.560 -22.850 -0.625
H 5.945 -24.064 -2.405
C -4.032 -30.427 7.050
O -2.607 -30.735 7.125
C -1.743 -29.614 7.066
C -0.364 -30.055 6.651
N 0.262 -30.784 7.710
C 1.611 -31.095 7.400
C 2.221 -31.814 8.618
O 1.495 -33.001 8.980
C 2.274 -33.845 9.841
H -4.338 -29.785 7.876
H -4.634 -31.329 7.156
H -4.162 -29.950 6.078
H -1.721 -29.213 8.079
H -2.069 -28.809 6.408
H 0.031 -29.059 6.447
H -0.352 -30.568 5.690
H -0.205 -31.669 7.848
H 2.121 -30.162 7.162
H 1.614 -31.578 6.423
H 2.162 -31.180 9.502
H 3.280 -32.015 8.453
H 2.685 -33.326 10.707
H 3.096 -34.219 9.231
H 1.661 -34.671 10.201
C 2.764 -26.839 -0.240
O 2.717 -28.255 -0.247
C 1.859 -28.893 -1.200
C 0.400 -28.987 -0.792
N -0.493 -29.547 -1.840
C -1.869 -29.645 -1.458
C -2.595 -28.291 -1.429
O -3.815 -28.409 -0.712
C -4.601 -27.225 -0.499
H 3.141 -26.444 -1.184
H 3.282 -26.598 0.688
H 1.784 -26.388 -0.083
H 2.174 -29.913 -1.420
H 1.917 -28.412 -2.176
H 0.097 -27.961 -0.583
H 0.289 -29.645 0.069
H -0.182 -30.503 -1.935
H -1.892 -30.149 -0.492
H -2.224 -30.332 -2.226
H -2.876 -28.054 -2.455
H -1.898 -27.507 -1.133
H -4.046 -26.437 0.009
H -5.478 -27.413 0.120
H -4.888 -26.818 -1.469
C 0.916 -21.930 1.873
O 0.867 -23.197 2.472
C 2.015 -23.941 2.293
C 1.990 -25.344 3.053
N 0.800 -26.102 2.796
C 0.914 -27.459 3.415
C -0.323 -28.294 3.172
O -1.462 -27.727 3.794
C -2.715 -28.408 3.580
H 1.033 -21.998 0.791
H 1.761 -21.386 2.294
H -0.012 -21.413 2.117
H 2.755 -23.390 2.875
H 2.281 -24.039 1.241
H 2.051 -25.178 4.128
H 2.871 -25.918 2.767
H -0.046 -25.705 3.178
H 1.165 -27.423 4.476
H 1.768 -27.931 2.930
H -0.144 -29.307 3.532
H -0.519 -28.461 2.113
H -2.837 -28.457 2.498
H -3.523 -27.914 4.120
H -2.688 -29.429 3.962
C 5.796 -30.650 3.221
O 4.425 -30.837 2.946
C 3.978 -30.845 1.646
C 2.521 -31.087 1.407
N 2.085 -32.414 1.865
C 0.600 -32.438 1.857
C 0.053 -33.770 2.341
O 0.036 -33.747 3.755
C -0.840 -34.641 4.388
H 5.885 -29.565 3.261
H 6.478 -30.980 2.437
H 6.206 -31.031 4.156
H 4.483 -31.656 1.121
H 4.251 -29.919 1.139
H 2.348 -31.005 0.334
H 1.877 -30.291 1.781
H 2.450 -32.548 2.797
H 0.439 -32.293 0.789
H 0.301 -31.573 2.449
H 0.659 -34.634 2.068
H -0.962 -33.829 1.947
H -1.875 -34.322 4.257
H -0.709 -34.619 5.470
H -0.806 -35.661 4.007